A) Formula: C3H5N3S2
Source: the Open Molecules 2025 dataset
Level of theory: ωB97M-V/def2-TZVPD

Results
* HOMO energy: -8.2 eV
* LUMO level: -0.01094 hartree

```
! RIJCOSX wB97M-V def2-TZVPD def2/J DEFGRID3
* xyz 0 1
C 1.90061 0.39097 -0.09867
C 0.90468 -0.01393 -1.05176
C -0.42639 -0.66328 -0.52616
N -1.73190 0.82187 1.03730
N -1.29843 0.36946 -0.13812
N -1.24479 0.57856 2.13927
S 0.05523 -0.40871 2.50291
S 1.88669 0.33502 1.49595
H 0.64086 0.80807 -1.78226
H 1.46396 -0.68850 -1.69025
H -0.59975 -1.38385 -1.38045
H -0.17738 -1.25191 0.32548
H -1.37340 1.10621 -0.83324
*
```

B) Formula: C3H5N3S2
Source: the Open Molecules 2025 dataset
Level of theory: ωB97M-V/def2-TZVPD

Results
* HOMO energy: -8.2 eV
* structure (SMILES): Nn1[nH]c(S)cc1=S
* LUMO level: 0.00676 hartree

```
! RIJCOSX wB97M-V def2-TZVPD def2/J DEFGRID3
* xyz 0 1
C -0.40104 1.10102 0.62426
C 0.84179 1.04599 0.08086
C 0.84461 -0.22619 -0.62229
H -0.09828 -1.81591 -1.86441
H 0.04138 -2.96392 -0.46002
H -1.48769 -0.48327 1.61098
H -0.04828 3.11276 1.61008
H 1.26360 1.95427 -0.27721
N -0.48312 -2.10992 -0.82728
N -0.05054 -1.04551 -0.01120
N -1.01856 -0.20671 0.66199
S -1.22298 2.38596 1.46812
S 1.81910 -0.74857 -1.99389
*
```

C) Formula: C3H5N3S2
Source: the Open Molecules 2025 dataset
Level of theory: ωB97M-V/def2-TZVPD

Results
* HOMO energy: -8.7 eV
* structure (SMILES): N/N=C\C=N\SC=S
* LUMO level: -0.02008 hartree

```
! RIJCOSX wB97M-V def2-TZVPD def2/J DEFGRID3
* xyz 0 1
C -2.58749 0.89399 -0.06522
C -1.45802 -0.02301 -0.11685
C 2.32580 0.46451 0.07696
H -3.59320 -1.34852 0.69430
H -5.15779 -0.80758 0.36420
H -2.43391 1.97245 -0.17445
H -1.61339 -1.07953 -0.33632
H 1.96830 1.46299 0.25623
N -4.17485 -0.75327 0.09218
N -3.81669 0.55676 0.00514
N -0.25886 0.42518 -0.00093
S 1.03451 -0.66024 -0.12942
S 3.89680 0.04691 0.07642
*
```

It comes down to C), which is 0.0197 hartree more stable than the next structure.

A) Formula: C3H5N3S2
Source: the Open Molecules 2025 dataset
Level of theory: ωB97M-V/def2-TZVPD

Results
* HOMO energy (alpha / beta): -8.9 / -7.9 eV
* LUMO level (alpha / beta): -0.05314 / -0.09180 hartree

```
! RIJCOSX wB97M-V def2-TZVPD def2/J DEFGRID3
* xyz 0 1
C 0.65493 1.10082 -0.07499
C 0.84741 -0.22724 0.77489
C 0.34469 -1.28934 -0.17237
N -1.05107 -1.29194 -0.43503
N -0.58338 1.49098 -0.22571
N -1.79912 -0.34482 -0.21091
S -3.27920 0.06606 -0.09919
S 1.98856 2.11502 -0.43171
H 1.86900 -0.35508 1.06419
H 0.12016 -0.04033 1.64815
H 1.02084 -1.12055 -1.02518
H 0.45355 -2.41156 0.11436
H -0.58636 2.30796 -0.92649
*
```

B) Formula: C3H5N3S2
Source: the Open Molecules 2025 dataset
Level of theory: ωB97M-V/def2-TZVPD

Results
* HOMO energy: -8.2 eV
* structure (SMILES): S=c1nc(CS)[nH][nH]1
* LUMO level: 0.01180 hartree

```
! RIJCOSX wB97M-V def2-TZVPD def2/J DEFGRID3
* xyz 0 1
C 1.23484 -0.17589 1.20928
C 0.38249 0.06526 0.01360
C -0.26083 0.64552 -1.96135
H -0.32427 0.13780 2.96988
H 2.05202 -0.86374 0.92246
H 1.68135 0.77488 1.49090
H -2.22286 0.04150 -1.63660
H -1.18194 -1.25784 0.32792
N 0.78984 0.69896 -1.05284
N -1.24842 -0.14174 -1.39965
N -0.91212 -0.35524 -0.07559
S 0.38384 -0.94304 2.62652
S -0.37396 1.37358 -3.43454
*
```

It comes down to B), which is 0.1608 hartree more stable than the next structure.

A) Formula: C4H13NO2
Source: the Open Molecules 2025 dataset
Level of theory: ωB97M-V/def2-TZVPD

Results
* HOMO energy (alpha / beta): -14.6 / -14.6 eV
* LUMO level (alpha / beta): -0.12384 / -0.30265 hartree

```
! RIJCOSX wB97M-V def2-TZVPD def2/J DEFGRID3
* xyz 1 2
C -0.81287 -2.52729 0.19489
N -0.61568 -1.16351 -0.17447
C 0.63410 -0.55412 -0.63046
C 0.68982 0.89569 -0.92089
C 2.20364 1.25674 -1.07533
O 0.09951 1.73332 0.08251
H -1.39448 -2.60607 1.11528
H 0.13712 -2.94843 0.56031
H -1.14629 -3.11305 -0.66501
H -1.38876 -0.74380 -0.70314
H 1.26582 -0.76894 0.26100
H 1.06490 -1.17794 -1.42388
H 0.20679 1.21874 -1.85203
H 2.55108 1.20008 -2.10457
H 2.62607 2.12041 -0.56904
H 2.74859 0.50062 -0.49445
H 0.14851 2.59881 -0.30769
H -1.44620 -0.27121 2.68633
H -1.75627 0.14132 1.24023
O -1.96127 0.35813 2.16469
*
```

B) Formula: C4H13NO2
Source: the Open Molecules 2025 dataset
Level of theory: ωB97M-V/def2-TZVPD

Results
* HOMO energy (alpha / beta): -14.4 / -14.4 eV
* LUMO level (alpha / beta): -0.14331 / -0.29298 hartree

```
! RIJCOSX wB97M-V def2-TZVPD def2/J DEFGRID3
* xyz 1 2
C -0.16617 -2.80873 -2.15076
C -0.40213 -1.38552 -1.68230
C -0.38648 -1.16892 -0.35488
N -0.34793 0.18962 0.28335
C -1.26423 0.62436 1.44450
H -0.58019 -3.65105 -1.69388
H -0.60710 -2.75435 -3.15638
H 0.97374 -2.84110 -2.04843
H -0.35734 -0.49675 -2.43617
H -0.25006 -2.06698 0.20817
H -0.50350 0.92988 -0.48139
H -1.78990 -0.31231 1.80660
H -0.95403 1.18477 2.29904
H -2.00957 1.23307 0.90500
H 1.37503 0.56109 1.38898
H 2.83733 0.61598 1.60948
O 2.02360 1.01592 2.04283
H 1.49593 3.41525 0.80667
H 0.07359 3.84223 0.89012
O 0.83941 3.87355 0.31944
*
```

C) Formula: C4H13NO2
Source: the Open Molecules 2025 dataset
Level of theory: ωB97M-V/def2-TZVPD

Results
* HOMO energy (alpha / beta): -14.8 / -14.8 eV
* LUMO level (alpha / beta): -0.11549 / -0.30678 hartree

```
! RIJCOSX wB97M-V def2-TZVPD def2/J DEFGRID3
* xyz 1 2
C -0.42234 -1.17024 1.35981
N -0.61227 -0.89389 -0.03981
C 1.45700 -0.71414 -1.34699
C 0.31442 0.04015 -0.71935
C 0.86083 1.15135 0.17964
O 1.02053 2.28447 -0.68092
H -0.98194 -1.97263 1.82739
H -0.67728 -0.26422 1.92808
H 0.66038 -1.24782 1.54547
H -0.62112 -1.77295 -0.56988
H 1.97076 -0.04880 -2.03777
H 1.16097 -1.60637 -1.91517
H 2.16409 -1.10476 -0.61370
H -0.30492 0.52958 -1.48496
H 0.22460 1.49659 0.99477
H 1.79687 0.81589 0.63939
H 0.96568 3.03641 -0.09560
H -2.37242 0.08283 0.07016
H -3.75546 0.68832 0.31457
O -2.84838 0.67024 0.64488
*
```

It comes down to C), which is 0.0151 hartree more stable than the next structure.

A) Formula: C4H13NO2
Source: the Open Molecules 2025 dataset
Level of theory: ωB97M-V/def2-TZVPD

Results
* HOMO energy (alpha / beta): -13.5 / -13.5 eV
* LUMO level (alpha / beta): -0.10942 / -0.30288 hartree

```
! RIJCOSX wB97M-V def2-TZVPD def2/J DEFGRID3
* xyz 1 2
C -2.06637 0.50266 -0.93676
C -0.71470 0.52636 -1.65319
N 0.15711 1.67170 -1.53431
C 0.95396 1.96452 -0.31556
C 1.53294 0.74240 0.39681
O 2.31116 0.12994 -0.61239
H -2.72083 -0.23310 -1.43461
H -2.65806 1.40890 -1.06359
H -1.94329 0.22628 0.10856
H -0.91284 0.52981 -2.72536
H -0.26886 -0.47962 -1.51100
H 0.83679 1.56855 -2.29488
H 0.22202 2.51027 0.29897
H 1.78135 2.57985 -0.66463
H 2.10486 1.02238 1.29098
H 0.67888 0.18341 0.78246
H 2.75584 -0.63049 -0.21177
H -0.57355 -5.11378 4.71853
H -0.86751 -4.74378 3.25979
O -0.60889 -4.36628 4.10194
*
```

B) Formula: C4H13NO2
Source: the Open Molecules 2025 dataset
Level of theory: ωB97M-V/def2-TZVPD

Results
* HOMO energy (alpha / beta): -13.9 / -13.9 eV
* LUMO level (alpha / beta): -0.12713 / -0.33459 hartree

```
! RIJCOSX wB97M-V def2-TZVPD def2/J DEFGRID3
* xyz 1 2
C -1.94365 1.25955 1.56594
C -1.71303 0.14013 0.56607
C -0.62900 -0.87163 1.02721
C 0.69990 -0.16966 1.40744
O 1.25556 0.61194 0.38254
N -1.44673 0.55755 -0.72862
H -2.06770 0.91150 2.57923
H -1.11997 1.96625 1.47285
H -2.86751 1.78318 1.31595
H -2.51038 -0.64788 0.69641
H -0.49632 -1.65301 0.27128
H -0.93715 -1.42551 1.91772
H 1.41560 -0.94652 1.62278
H 0.49281 0.45939 2.26834
H 0.48170 0.97148 -0.09171
H -1.16354 -0.20630 -1.34432
H -2.21157 1.04227 -1.20639
H 3.29359 -1.64700 -4.18545
H 2.47832 -1.58699 -2.86434
O 3.26982 -1.27134 -3.30262
*
```

C) Formula: C4H13NO2
Source: the Open Molecules 2025 dataset
Level of theory: ωB97M-V/def2-TZVPD

Results
* HOMO energy (alpha / beta): -13.4 / -13.4 eV
* LUMO level (alpha / beta): -0.12342 / -0.31079 hartree

```
! RIJCOSX wB97M-V def2-TZVPD def2/J DEFGRID3
* xyz 1 2
C 1.65639 0.24051 1.15348
N 0.72907 -0.70784 1.74652
C -0.68300 -0.41745 1.92105
C -1.28175 0.32150 0.63346
C -2.30526 -0.39835 -0.14884
O -1.56688 1.67344 0.85278
H 1.34995 1.32078 1.19539
H 2.59781 0.21249 1.69639
H 1.83599 0.03364 0.11099
H 1.13507 -0.86168 2.67238
H -0.77094 0.09625 2.87405
H -1.31002 -1.28594 1.91307
H -0.38654 0.29773 -0.03063
H -2.18732 -1.47227 -0.34551
H -2.60275 0.01538 -1.11677
H -3.31827 -0.51858 0.28384
H -2.47737 1.70488 1.17492
H 2.63158 0.42139 -5.85550
H 3.58528 -0.45686 -4.91552
O 3.36897 -0.21904 -5.81554
*
```

It comes down to A), which is 0.0107 hartree more stable than the next structure.